1.
75
Properties=species:S:1:pos:R:3:mulliken_charge:R:1 method="wB97M-V/def2-TZVPD" homo_energy_ev="-11.7 / -11.7" e_above_lowest_kcal_mol=20.6 total_charge=+1 gap_ev="8.982 / 4.769" multiplicity=2 largest_force_ev_per_a=4.1
C 0.8522 2.3627 0.8126 -1.54
C 0.7627 2.8957 -0.6208 1.79
C 0.2118 1.8331 -1.5757 -0.89
C -1.2826 1.6018 -1.5478 -0.03
C -1.8987 2.8768 -1.9746 -1.34
C -1.5707 4.1538 -1.0561 1.32
N -0.0747 4.1293 -0.7777 0.63
O 0.3594 5.1753 0.0387 -0.32
C -2.0022 5.3857 -1.8983 -1.92
C -2.3320 4.2144 0.2199 -1.55
C 2.1885 3.2912 -1.0781 -1.95
H 1.1391 3.1855 1.4674 0.55
H 1.6555 1.6403 0.9573 0.24
H -0.1224 1.9535 1.0788 0.23
H 0.6178 1.8576 -2.5869 0.52
H 0.6692 0.8737 -1.3338 -0.26
H -1.7046 1.3349 -0.5789 -0.04
H -1.5170 0.7782 -2.2222 0.38
H -2.9773 2.7467 -2.0622 0.56
H -1.4771 3.1063 -2.9532 0.37
H -1.9731 6.2953 -1.2985 0.50
H -1.3361 5.3917 -2.7611 0.47
H -3.0226 5.3740 -2.2815 0.36
H -2.3626 5.2093 0.6641 0.41
H -3.3732 3.9279 0.0717 0.41
H -1.8185 3.6230 0.9780 0.29
H 2.9060 2.4706 -1.0838 0.37
H 2.5879 4.1105 -0.4804 0.46
H 2.1714 3.7875 -2.0483 0.49
H 0.4828 5.8477 -0.6352 0.41
C 0.1622 -1.9019 -0.3844 0.06
C 1.6504 -1.9960 -0.8281 -0.19
O 2.2860 -2.8406 0.1640 -0.48
H -0.2724 -2.8122 0.0285 0.30
H -0.5240 -1.7408 -1.2158 -0.22
H -0.1072 -1.1693 0.3763 -0.14
H 2.1979 -1.0555 -0.7658 0.20
H 1.7627 -2.4541 -1.8107 0.24
H 1.7781 -3.6494 0.2613 0.17
C -1.6970 -2.4789 -4.0993 -1.05
C -2.4462 -3.1498 -2.9878 -0.16
O -1.6663 -4.2525 -2.5528 -0.48
H -2.1683 -1.5674 -4.4670 0.35
H -1.5723 -3.2233 -4.8858 0.36
H -0.7252 -2.1039 -3.7784 0.18
H -3.4598 -3.3722 -3.3215 0.42
H -2.6080 -2.3156 -2.3052 0.15
H -2.3074 -4.8808 -2.2123 0.29
C 2.3187 -6.4647 0.4753 -1.15
C 0.7680 -6.4591 0.8248 -0.24
O 0.1443 -5.2972 0.5356 -0.42
H 2.8253 -7.3645 0.8245 0.36
H 2.8788 -5.7069 1.0232 0.28
H 2.4918 -6.2651 -0.5822 0.30
H 0.5845 -6.7316 1.8641 0.31
H 0.3062 -7.2635 0.2522 0.34
H -0.7345 -5.5851 0.2777 0.26
C 4.7501 -1.1456 3.3089 -1.36
C 3.8076 -0.4328 2.4651 0.46
O 3.0263 0.3896 3.2889 -0.52
H 5.1136 -0.6109 4.1865 0.37
H 5.6354 -1.3702 2.7140 0.34
H 4.2227 -1.9106 3.8787 0.34
H 3.2643 -1.0935 1.7895 -0.05
H 4.2744 0.3579 1.8777 0.20
H 2.2719 0.8305 2.8912 0.28
C -1.9705 0.0933 3.0391 -0.67
C -2.8835 1.3805 3.1860 -0.20
O -3.6790 1.2028 4.3385 -0.53
H -1.2805 0.0571 3.8821 0.32
H -1.3936 0.1442 2.1157 -0.12
H -2.6231 -0.7767 2.9671 0.38
H -3.4512 1.2892 2.2600 0.21
H -2.3921 2.3445 3.3175 0.31
H -4.3184 1.9188 4.3498 0.31


2.
73
Properties=species:S:1:pos:R:3:mulliken_charge:R:1 method="wB97M-V/def2-TZVPD" homo_energy_ev=-11.5 e_above_lowest_kcal_mol=0.0 total_charge=+2 gap_ev=3.243 largest_force_ev_per_a=2.9
Sr -1.1316 -5.3525 2.8831 1.61
Sr -3.2443 -4.8032 -1.2148 1.60
C -1.0208 -1.8751 -4.0470 -0.92
C -1.7251 -2.8608 -3.1840 1.01
O -2.9548 -2.6885 -2.9150 -0.94
O -1.1016 -3.8461 -2.7136 -0.72
H -1.2644 -2.0949 -5.0910 0.37
H 0.0606 -1.9611 -3.9867 0.20
H -1.3187 -0.8507 -3.8353 0.27
C -0.4348 -1.8305 0.1015 0.49
C -0.5821 -3.0814 0.8893 1.02
O -0.1597 -3.1161 2.0870 -1.01
O -1.2124 -4.0947 0.4127 -0.55
H 0.5924 -1.4731 0.1720 -0.14
H -1.1279 -1.1075 0.5303 -0.02
H -0.6660 -1.9752 -0.9491 -0.27
C 4.6230 -3.0866 0.7217 -0.61
O 3.7009 -2.0215 0.5317 -0.44
H 5.5258 -2.8226 0.1740 0.27
H 4.9343 -3.2182 1.7591 0.27
H 4.2094 -4.0165 0.3223 0.22
H 3.1217 -1.9038 1.2901 0.31
C -3.6683 0.2767 -0.7562 -0.67
O -4.0189 -1.0740 -1.0532 -0.57
H -4.5244 0.8566 -0.4208 0.40
H -2.8594 0.3376 -0.0240 0.15
H -3.2839 0.7900 -1.6401 0.33
H -3.5446 -1.3347 -1.8752 0.34
O 0.1127 -6.7806 1.1514 -0.58
H 0.7347 -6.3285 0.5603 0.31
H -0.0797 -7.6204 0.7142 0.31
O 2.6621 -3.5963 3.8921 -0.62
H 3.2157 -3.5168 4.6780 0.31
H 2.0273 -2.8718 4.0183 0.36
O 1.3566 -1.1637 3.3990 -0.71
H 0.9969 -1.7703 2.7400 0.31
H 0.6206 -0.6056 3.6707 0.32
O 2.4720 -2.3890 -2.3333 -0.56
H 2.4890 -2.7281 -1.4313 0.24
H 1.9432 -3.0110 -2.8448 0.30
O -4.1144 -3.1374 0.3930 -0.74
H -3.8146 -3.0286 1.2986 0.23
H -4.0327 -2.1948 -0.0594 0.50
C -1.9130 4.1030 0.3587 -1.43
C -0.7287 4.3245 -0.5965 1.74
C 0.0787 5.5407 -0.1164 -1.41
C 0.8867 5.2652 1.1361 -0.62
C 1.8406 4.1039 0.8797 -1.38
C 1.1011 2.8550 0.4178 1.96
N 0.2103 3.2122 -0.6554 0.06
O -0.4127 2.0673 -1.2407 -0.19
C 2.1466 1.8702 -0.0491 -2.01
C 0.4003 2.2559 1.6721 -1.36
C -1.2396 4.6305 -1.9965 -1.87
H -1.7300 4.3340 1.4033 0.31
H -2.7772 4.6906 0.0330 0.51
H -2.2682 3.0680 0.2597 0.03
H 0.7816 5.7968 -0.9198 0.41
H -0.5521 6.4172 0.0371 0.47
H 1.4651 6.1353 1.4591 0.38
H 0.2142 5.0841 1.9818 0.30
H 2.4467 3.8297 1.7440 0.44
H 2.5335 4.4233 0.0929 0.39
H 2.9873 1.7341 0.6289 0.46
H 2.5597 2.1936 -1.0132 0.45
H 1.7572 0.8658 -0.2650 0.21
H 1.1176 1.6454 2.2083 0.54
H -0.3802 1.5782 1.2853 -0.06
H -0.1440 3.0103 2.2286 0.26
H -0.5126 4.2919 -2.7324 0.40
H -2.1861 4.1270 -2.1926 0.34
H -1.3635 5.7065 -2.0987 0.43
H 0.1667 1.8113 -1.9660 0.26